Here is C5H8 in the gas phase from OMol25. Energies are from ωB97M-V with the def2-TZVPD basis set.

Output
HOMO-LUMO gap in eV: 10.53
SMILES: C=C=CCC
E_HOMO in Ha: -0.3454
E_tot in eV: -5312.905
ΔE to the lowest compared entry with this formula, charge and spin in kJ/mol: 121.8

Geometry (Å):
C: -1.80053 0.12086 -1.27039
C: -0.53282 0.40766 -1.16318
C: 0.72796 0.57214 -0.86717
C: 1.27227 -0.00566 0.42256
C: 0.17004 -0.44562 1.38672
H: -2.11820 -0.80466 -1.74336
H: -2.55805 0.78850 -0.87132
H: 1.40301 1.10158 -1.53525
H: 1.89983 -0.86944 0.17189
H: 1.93247 0.73244 0.89099
H: -0.23476 -1.41943 1.08743
H: 0.54043 -0.53773 2.41055
H: -0.64799 0.28106 1.37938

Force components x, y, z for each atom (eV/Å):
C 0.08 0.07 -0.11
C 0.07 -0.09 0.08
C -0.26 -0.07 -0.08
C 0.09 -0.02 0.06
C 0.06 -0.09 0.04
H -0.02 0.16 0.01
H 0.02 -0.05 -0.14
H -0.10 -0.07 0.05
H 0.06 0.13 0.06
H -0.10 -0.05 -0.03
H -0.04 0.24 0.06
H 0.05 -0.02 -0.12
H 0.11 -0.15 0.11

Mulliken charges, unit e, in atom order:
1 C -0.66
2 C 0.07
3 C -0.41
4 C -0.21
5 C -1.15
6 H 0.25
7 H 0.27
8 H 0.35
9 H 0.26
10 H 0.31
11 H 0.30
12 H 0.34
13 H 0.29



Here is a 13-piece molecular cluster, H26O13 overall in a non-equilibrium geometry from OMol25. Energies are from ωB97M-V with the def2-TZVPD basis set.

Output
HOMO-LUMO gap in eV: 9.33
E_HOMO in Ha: -0.3776
E_tot in eV: -27036.280
ΔE to the lowest compared entry with this formula, charge and spin in kJ/mol: 546.8

Geometry (Å):
H: -0.19272 0.85766 0.69553
H: -0.82119 -0.45635 0.51909
H: -1.75119 -2.40594 -1.96110
H: -0.44614 -3.09209 -2.08345
H: 3.26051 -1.62040 -0.97156
H: 1.95297 -2.49964 -0.82386
H: 2.17664 0.74240 -0.22193
H: 1.02932 0.90459 -1.20282
H: -2.39930 -3.65024 1.83647
H: -2.98977 -2.91542 2.91680
H: -1.75989 0.58740 -1.50928
H: -1.19430 -0.60016 -1.15907
H: -3.57072 -1.40075 -0.23423
H: -3.92202 -0.31886 -1.30937
H: 2.75916 3.07650 1.50001
H: 4.34916 3.09085 1.33494
H: -1.25084 2.48321 2.83694
H: -2.03762 3.57257 3.26971
H: -0.42851 2.25313 -1.97758
H: -1.23153 2.64369 -3.17257
H: -3.22187 3.78255 -0.31871
H: -1.81865 3.00075 -0.17129
H: 2.91407 -2.82269 0.93440
H: 2.65324 -3.02948 2.52222
H: 4.75276 0.40597 -0.56433
H: 3.68513 -0.03238 -1.60953
O: -0.02696 -0.00579 0.25874
O: -0.92846 -2.49221 -1.43469
O: 2.47743 -1.84967 -0.37336
O: 1.85460 0.38022 -1.04898
O: -3.24371 -3.62099 2.36854
O: -1.84880 -0.29303 -1.79869
O: -4.25834 -0.71590 -0.50457
O: 3.57116 3.51174 1.04964
O: -1.32636 2.97254 3.60867
O: -1.33296 2.07880 -2.42791
O: -2.81696 2.92132 -0.24431
O: 3.31062 -2.90791 1.85652
O: 4.50666 -0.29873 -1.19402

Force components x, y, z for each atom (eV/Å):
H 0.33 -0.58 -0.22
H -0.71 -0.84 0.51
H 0.34 0.42 0.68
H -0.40 1.00 1.54
H -1.33 -0.62 1.46
H -0.48 -0.30 -0.59
H 0.16 -0.25 0.30
H 1.23 -1.01 -0.08
H -1.44 -0.54 0.38
H -0.09 1.61 1.68
H -0.92 2.23 -0.49
H 0.10 -1.10 -0.86
H -1.42 1.49 -0.78
H 0.45 -0.09 -0.05
H 2.53 1.03 -0.93
H 1.33 -1.04 0.86
H 0.70 -2.09 -2.12
H 0.70 -0.30 1.06
H -2.15 -0.53 -1.09
H -0.27 0.75 -1.30
H 0.29 0.47 0.00
H -2.24 0.46 -0.38
H 0.36 0.35 1.70
H -0.84 -0.13 0.27
H -0.32 -0.59 -0.55
H -0.35 0.76 -0.11
O -0.78 1.30 1.33
O 0.38 -2.42 -2.04
O 1.69 -0.45 -0.76
O -0.45 2.32 -1.54
O 1.57 -1.07 -2.09
O 0.18 -1.10 0.49
O 0.67 -1.52 1.10
O -3.86 -0.02 0.13
O -1.46 2.37 1.04
O 3.03 0.74 1.84
O 1.73 -0.76 0.69
O 0.78 -0.16 -1.32
O 0.99 0.20 0.25

Mulliken charges, unit e, in atom order:
1 H 0.26
2 H 0.26
3 H 0.32
4 H 0.28
5 H 0.38
6 H 0.30
7 H 0.33
8 H 0.13
9 H 0.32
10 H 0.30
11 H 0.31
12 H 0.48
13 H 0.30
14 H 0.36
15 H 0.32
16 H 0.31
17 H 0.27
18 H 0.33
19 H 0.27
20 H 0.27
21 H 0.30
22 H 0.28
23 H 0.41
24 H 0.28
25 H 0.29
26 H 0.39
27 O -0.52
28 O -0.61
29 O -0.67
30 O -0.55
31 O -0.62
32 O -0.71
33 O -0.62
34 O -0.64
35 O -0.60
36 O -0.59
37 O -0.58
38 O -0.65
39 O -0.69



Number 2 is which compound?
H26O13